(1)
Entry from OMol25: a molecular structure, C40H102AsF15N8O16 at a distorted geometry (ωB97M-V/def2-TZVPD).

XYZ file:
```
182
Properties=species:S:1:pos:R:3
C 7.38476 1.30256 1.38440
C 6.03751 0.58673 0.96182
C 5.72936 -0.69003 1.75754
O 4.62528 -1.31967 1.18804
C 4.31792 -2.60873 1.73845
N 4.83229 1.53209 1.07224
H 3.97524 1.01913 0.90025
H 4.74591 1.89993 2.01258
H 4.94870 2.33710 0.46768
H 7.47673 1.67645 2.40417
H 7.75442 2.10698 0.74880
H 8.11908 0.49982 1.31101
H 5.96234 0.31046 -0.09002
H 5.52392 -0.48572 2.81161
H 6.57957 -1.35641 1.91456
H 4.98279 -3.39228 1.37597
H 3.27427 -2.86142 1.54815
H 4.23882 -2.61459 2.82700
C -3.66927 -6.11684 -1.35161
C -2.58822 -5.05537 -1.08267
C -1.46679 -5.70529 -0.28615
O -0.39909 -4.81497 0.02914
C 0.64364 -5.37001 0.73858
N -2.00690 -4.38594 -2.26716
H -1.20041 -3.80202 -2.06195
H -1.63025 -5.06919 -2.91368
H -2.74569 -3.86370 -2.72133
H -3.29536 -6.83506 -2.08382
H -4.61623 -5.76483 -1.76081
H -3.93089 -6.73343 -0.49235
H -3.04875 -4.26493 -0.48819
H -0.98341 -6.50024 -0.86170
H -1.73442 -6.25360 0.61785
H 0.39752 -6.16097 1.44856
H 1.22906 -4.58468 1.21472
H 1.23841 -5.90393 -0.00719
C -1.04624 3.02324 3.55174
C 0.33370 2.72566 4.04572
C 1.09504 1.53559 3.44858
O 2.49415 1.53166 3.79541
C 2.85621 0.35718 4.54230
N 1.20132 3.94338 3.73553
H 1.91936 3.96367 4.44841
H 1.65964 3.75340 2.85203
H 0.66914 4.79078 3.58465
H -1.06872 3.13007 2.46598
H -1.51583 3.89170 4.01347
H -1.72818 2.19355 3.74034
H 0.27279 2.66272 5.13239
H 1.00788 1.55384 2.36109
H 0.58864 0.63993 3.81020
H 3.87059 0.53500 4.89851
H 2.87458 -0.50034 3.86847
H 2.13976 0.21877 5.35147
C 4.52567 0.92003 -2.85722
C 4.27903 1.83855 -4.00992
C 2.86181 1.71013 -4.69639
O 2.76853 0.46428 -5.37378
C 1.54280 0.25104 -6.08161
N 4.38100 3.31729 -3.59310
H 3.65930 3.63317 -2.95225
H 5.25801 3.45451 -3.10480
H 4.44295 3.97792 -4.35805
H 5.58697 1.09021 -2.66277
H 4.48727 -0.15856 -3.00150
H 3.96337 1.22485 -1.97477
H 5.01031 1.57289 -4.77321
H 2.74595 2.49339 -5.44907
H 1.98276 1.87561 -4.07106
H 0.68941 0.06232 -5.42862
H 1.73093 -0.64451 -6.67397
H 1.29136 1.05807 -6.77045
C -1.53570 2.28394 -2.12478
C -2.47894 1.42009 -2.98913
C -2.71563 2.03130 -4.37149
O -1.49053 2.19484 -5.05252
C -1.57753 2.97774 -6.28222
N -1.68781 0.06360 -3.16503
H -1.50925 -0.40530 -2.28077
H -2.05491 -0.64620 -3.78466
H -0.73331 0.31579 -3.39085
H -1.45235 1.84871 -1.12855
H -2.05994 3.21624 -1.91244
H -0.54570 2.44564 -2.54746
H -3.38737 1.29069 -2.40152
H -3.27901 2.95692 -4.24369
H -3.41238 1.40125 -4.92859
H -0.61566 3.31556 -6.66707
H -2.15783 3.89126 -6.14852
H -2.04635 2.38971 -7.07187
C -8.23645 3.02030 2.19238
C -7.19802 3.18415 3.35906
C -6.48494 1.84748 3.61501
O -5.40393 1.98989 4.53597
C -4.73037 0.77507 4.81826
N -6.17441 4.25921 2.99942
H -5.62552 4.50734 3.81274
H -5.54614 3.80618 2.34296
H -6.58491 5.06207 2.54067
H -7.67590 2.67370 1.32320
H -8.78165 3.92561 1.92631
H -8.93308 2.26813 2.56119
H -7.71931 3.66485 4.18675
H -6.09397 1.39832 2.70104
H -7.09792 1.15685 4.19618
H -4.48250 0.22060 3.91133
H -5.43410 0.12120 5.33555
H -3.78298 0.81720 5.35452
C 3.47445 -2.78808 -3.96141
C 2.64250 -4.05798 -3.92910
C 2.69359 -4.77417 -2.55523
O 4.00849 -5.38639 -2.44426
C 4.54109 -5.28555 -1.12972
N 1.23877 -3.58420 -4.23903
H 1.27152 -3.10032 -5.12794
H 0.64704 -4.40106 -4.32468
H 0.78026 -2.95633 -3.58470
H 3.11938 -2.06519 -3.22326
H 3.32698 -2.17911 -4.85418
H 4.51118 -2.84258 -3.63100
H 2.88989 -4.72856 -4.75197
H 1.88369 -5.44563 -2.26551
H 2.61351 -3.99481 -1.79491
H 4.87849 -4.25897 -0.97210
H 5.47320 -5.84961 -1.11834
H 3.89127 -5.54800 -0.29474
N -5.05193 2.68739 -0.45861
O -6.11577 2.08244 -0.81462
O -4.53888 3.40958 -1.28613
O -4.62854 2.60441 0.66105
As -4.90602 -3.08647 2.89444
F -5.96072 -1.62216 2.66980
F -5.31742 -3.07798 4.62098
F -3.86693 -4.50743 3.15821
F -4.47950 -2.99679 1.19811
F -3.56160 -1.96474 3.19282
F -6.31480 -4.15921 2.51333
C 0.38141 -1.30892 -0.78978
O -0.89100 -0.62185 -0.60761
O 0.25120 -2.07166 -1.94980
C 1.46461 -0.18024 -0.86468
F 1.13572 0.56818 -1.95035
F 1.38567 0.60016 0.25662
F 2.74502 -0.57318 -1.02274
C -1.54225 -0.97461 0.59302
C -2.84050 -0.23120 0.47974
H -2.86817 0.84997 0.62350
H -3.34680 -0.51054 -0.44476
H -3.48090 -0.46778 1.33067
H -1.06504 -0.62340 1.50959
H -1.75640 -2.02996 0.76762
H 0.54278 -1.93498 0.08944
C -0.85087 -1.62921 6.53078
O -0.04468 -2.15795 5.48847
O -0.53991 -2.43036 7.62960
C -0.63651 -0.07717 6.72688
F 0.61560 0.30842 6.99339
F -1.03482 0.49214 5.56954
F -1.31281 0.61362 7.65606
C -0.63647 -2.48350 4.19606
C 0.41954 -2.77889 3.11378
H 0.99924 -1.89113 2.85712
H 0.97712 -3.66311 3.42256
H -0.13684 -3.03712 2.21108
H -1.31597 -1.70703 3.84363
H -1.16542 -3.38983 4.49320
H -1.89827 -1.78650 6.25839
C 1.73963 3.97887 -1.09107
O 1.86924 4.39341 -2.46059
O 3.07353 3.75243 -0.73877
C 0.86020 4.99296 -0.23815
F 1.08543 4.91040 1.09298
F 1.15001 6.23418 -0.59357
F -0.41610 4.75385 -0.35827
C 0.83811 4.58973 -3.37592
C 1.51554 5.59172 -4.38029
H 2.48290 5.19962 -4.69528
H 0.89531 5.82307 -5.24736
H 1.71995 6.60161 -4.02405
H -0.13267 4.98101 -3.06862
H 0.58498 3.64947 -3.86954
H 1.22960 3.01448 -1.14945
```

Summary:
Relative energy (zero: lowest compared OMol25 entry of this formula, charge and spin) (kJ/mol): 82.52
Net charge: +2
Calculated total energy (eV): -189390.66605
Multiplicity: 1
HOMO (eV): -7.81

(2)
Entry from OMol25: 2 unconnected molecules or ions with the total composition C4H11NO at a distorted geometry (ωB97M-V/def2-TZVPD).

XYZ file:
```
17
Properties=species:S:1:pos:R:3
C -0.10774 -2.13010 1.66734
C 0.08642 -0.68903 1.30688
C -0.82606 0.26754 1.19401
N -0.64881 1.65167 1.19409
C 0.46555 2.21473 0.49354
H 0.63129 -2.77149 1.21017
H -0.02081 -2.19273 2.75610
H -1.12394 -2.47920 1.45790
H 1.11000 -0.39757 1.10445
H -1.85668 -0.01398 1.38080
H -1.52340 2.14577 1.08606
H 0.56458 3.29489 0.58840
H 1.37038 1.70627 0.80451
H 0.50805 2.03150 -0.59232
O 0.34851 -0.53539 -5.11054
H -0.12198 -1.35511 -4.93270
H 1.14464 -0.74777 -5.60870
```

Summary:
Relative energy (zero: lowest compared OMol25 entry of this formula, charge and spin) (kJ/mol): 162.04
Net charge: 0
Calculated total energy (eV): -7862.87409
Multiplicity: 1
HOMO (eV): -7.68

(3)
Entry from OMol25: 2 unconnected molecules or ions with the total composition C4H13N2 at a distorted geometry (ωB97M-V/def2-TZVPD).

XYZ file:
```
19
Properties=species:S:1:pos:R:3
C 0.57763 -1.48815 0.48365
N 0.13287 -2.25136 1.65219
C -0.69646 -0.90682 -0.26648
N -0.02121 -0.12111 -1.27395
C 1.10667 2.82701 -1.17967
C -1.41698 0.01600 0.75890
H 1.21472 -0.61487 0.79578
H 1.21142 -2.06182 -0.29290
H -0.37051 -3.11914 1.47028
H 0.90244 -2.49494 2.20676
H -1.32958 -1.75123 -0.58164
H -0.71450 -0.06749 -2.04095
H 0.56770 3.07162 -0.20769
H 0.59298 1.84806 -1.56309
H 0.93569 3.53149 -2.00425
H 2.18932 2.62526 -1.15143
H -2.09900 0.87472 0.23040
H -2.10470 -0.47921 1.50751
H -0.67849 0.56196 1.45658
```

Summary:
Relative energy (zero: lowest compared OMol25 entry of this formula, charge and spin) (kJ/mol): 695.76
Net charge: +1
Calculated total energy (eV): -7326.27621
Multiplicity: 1
HOMO (eV): -13.97

> Among the records above, which one has the lowest net charge?

C4H11NO

> Which formula does entry 3 have?

C4H13N2